Record 1
{"formula": "C16H32N4O3", "method": "wB97M-V/def2-TZVPD", "species": ["C", "C", "C", "C", "C", "C", "C", "H", "C", "N", "C", "O", "N", "C", "N", "C", "O", "N", "H", "C", "H", "H", "H", "O", "H", "H", "C", "C", "H", "H", "H", "C", "H", "H", "H", "C", "H", "H", "H", "H", "H", "H", "H", "H", "H", "H", "H", "H", "H", "H", "H", "H", "H", "H", "H"], "positions_angstrom": [[3.160, 3.323, 0.587], [2.425, 2.368, -0.355], [3.276, 1.546, -1.259], [4.117, 0.487, -0.502], [3.410, -0.573, 0.394], [2.239, -1.358, -0.013], [1.666, -2.423, 1.096], [2.518, -2.989, 1.067], [0.519, -3.053, 0.252], [-0.492, -2.279, -0.048], [-0.823, -1.731, -1.329], [-0.178, -2.126, -2.402], [-1.914, -1.392, -1.518], [-2.381, -0.772, -0.056], [-2.086, 0.502, 0.101], [-3.114, 1.475, 0.224], [-4.188, 1.061, 0.118], [-2.581, 2.709, 0.124], [-1.453, 2.990, 0.150], [-3.430, 3.966, 0.225], [-3.195, 4.614, -0.781], [-4.543, 3.669, 0.134], [-3.319, 4.540, 1.127], [-0.800, 0.930, 0.201], [-0.503, 0.876, -1.144], [-3.408, -0.892, -0.017], [-1.658, -2.075, 0.802], [-1.228, -1.145, 2.121], [-0.893, -2.111, 2.885], [-2.116, -0.963, 2.726], [-0.550, -0.380, 1.972], [-2.606, -3.138, 0.873], [-3.431, -2.794, 1.582], [-2.071, -4.019, 1.524], [-2.911, -3.578, 0.038], [-2.448, -0.470, -2.579], [-3.488, -1.018, -2.925], [-2.500, 0.442, -2.344], [-1.887, -0.982, -3.422], [0.110, -3.696, 1.163], [0.980, -3.668, -0.402], [1.312, -1.714, 2.084], [2.582, -1.830, -0.914], [1.418, -0.780, -0.360], [4.046, -0.977, 0.917], [3.113, 0.138, 1.341], [4.658, -0.212, -1.170], [4.956, 0.964, 0.074], [3.748, 2.165, -2.006], [2.320, 0.923, -1.807], [1.646, 1.834, 0.244], [1.653, 3.017, -1.058], [3.880, 2.834, 1.136], [3.859, 3.812, -0.023], [2.584, 3.952, 1.152]], "homo_lumo_gap_ev": 7.95, "homo_ev": -8.40, "lumo_ev": -0.45, "e_above_lowest_kj_mol": 1519.3}



Record 2
{"formula": "C16H32NO5S2Yb", "method": "wB97M-V/def2-TZVPD", "species": ["C", "C", "C", "C", "C", "C", "C", "C", "C", "C", "C", "C", "C", "C", "S", "O", "O", "N", "S", "O", "O", "C", "C", "O", "H", "H", "H", "H", "H", "H", "H", "H", "H", "H", "H", "H", "H", "H", "H", "H", "H", "H", "H", "H", "H", "H", "H", "H", "H", "H", "H", "H", "H", "H", "H", "H", "Yb"], "positions_angstrom": [[3.469, -3.608, 2.094], [3.431, -1.981, 2.079], [2.112, -1.577, 1.267], [2.188, -0.178, 0.497], [3.470, 0.022, -0.434], [3.474, 1.563, -0.950], [2.100, 1.999, -1.644], [1.191, 2.980, -0.734], [-0.296, 2.403, -0.495], [-0.803, 2.583, 1.038], [-0.849, 1.198, 1.871], [-2.330, 0.660, 2.233], [-3.357, 0.625, 0.990], [-3.593, -0.821, 0.376], [-2.032, -1.758, 0.072], [-2.464, -3.121, -0.454], [-1.258, -2.040, 1.357], [-0.996, -1.022, -1.060], [-1.162, -1.679, -2.632], [-0.574, -3.050, -2.807], [-0.389, -0.760, -3.572], [-2.930, -1.543, -3.145], [-3.318, -0.019, -3.499], [-4.552, 0.234, -3.547], [4.262, -4.027, 2.787], [2.406, -3.932, 2.366], [3.617, -3.913, 0.999], [3.321, -1.601, 3.160], [4.404, -1.644, 1.605], [1.273, -1.465, 2.052], [1.761, -2.442, 0.595], [1.263, -0.144, -0.193], [2.060, 0.730, 1.200], [3.473, -0.707, -1.307], [4.461, -0.090, 0.141], [3.702, 2.217, -0.044], [4.336, 1.679, -1.681], [1.489, 1.077, -1.959], [2.351, 2.549, -2.610], [1.072, 3.949, -1.324], [1.705, 3.162, 0.280], [-0.236, 1.281, -0.670], [-1.059, 2.802, -1.255], [-0.120, 3.358, 1.532], [-1.876, 3.036, 0.977], [-0.316, 0.326, 1.347], [-0.327, 1.413, 2.877], [-2.254, -0.333, 2.804], [-2.771, 1.417, 3.020], [-3.104, 1.359, 0.146], [-4.383, 0.986, 1.401], [-4.298, -1.495, 0.958], [-4.090, -0.665, -0.651], [-3.072, -2.145, -4.100], [-3.657, -1.950, -2.373], [-2.553, 0.797, -3.708], [-3.372, 3.305, 2.728]], "homo_lumo_gap_ev": 3.05, "homo_ev": -10.81, "lumo_ev": -7.76, "charge": 1}



Record 3
{"formula": "C16H32O16PtS", "method": "wB97M-V/def2-TZVPD", "species": ["Pt", "S", "O", "O", "O", "O", "C", "C", "O", "C", "O", "O", "C", "H", "H", "H", "H", "H", "H", "H", "H", "C", "C", "O", "C", "O", "O", "C", "H", "H", "H", "H", "H", "H", "H", "H", "C", "C", "O", "C", "O", "O", "C", "H", "H", "H", "H", "H", "H", "H", "H", "C", "C", "O", "C", "O", "O", "C", "H", "H", "H", "H", "H", "H", "H", "H"], "positions_angstrom": [[-1.183, 0.231, -0.071], [-3.551, 1.689, -0.289], [-2.493, 1.297, -1.331], [-3.638, 3.134, -0.225], [-4.803, 0.996, -0.501], [-2.858, 1.118, 0.964], [-3.018, -3.443, -3.619], [-1.803, -3.444, -2.750], [-2.130, -3.850, -1.408], [-2.542, -2.882, -0.603], [-2.259, -1.718, -0.722], [-3.280, -3.370, 0.369], [-3.869, -2.389, 1.224], [-3.551, -4.393, -3.669], [-2.735, -3.197, -4.648], [-3.757, -2.696, -3.322], [-1.347, -2.451, -2.736], [-1.045, -4.141, -3.104], [-4.633, -1.836, 0.674], [-3.141, -1.632, 1.525], [-4.272, -2.930, 2.069], [1.267, 2.769, -3.800], [1.211, 2.122, -2.446], [2.115, 0.974, -2.461], [1.646, -0.159, -1.977], [0.872, -0.281, -1.057], [2.185, -1.184, -2.610], [1.822, -2.465, -2.120], [1.201, 3.854, -3.784], [0.430, 2.436, -4.423], [2.140, 2.433, -4.361], [0.198, 1.786, -2.222], [1.521, 2.760, -1.623], [2.195, -3.195, -2.830], [0.741, -2.573, -2.017], [2.280, -2.654, -1.144], [2.262, -0.024, 3.367], [2.191, -0.660, 1.986], [1.678, -2.001, 2.040], [0.418, -2.171, 1.679], [-0.322, -1.299, 1.305], [0.016, -3.432, 1.743], [0.976, -4.478, 1.778], [1.301, 0.416, 3.624], [3.097, 0.667, 3.461], [2.491, -0.788, 4.119], [3.169, -0.734, 1.507], [1.604, -0.023, 1.325], [0.418, -5.395, 1.604], [1.470, -4.558, 2.744], [1.695, -4.366, 0.967], [3.377, 4.276, 2.284], [2.366, 4.709, 1.245], [1.763, 3.540, 0.654], [0.580, 3.079, 1.034], [0.209, 2.023, 0.554], [0.015, 3.840, 1.938], [-1.274, 3.497, 2.494], [4.092, 5.046, 2.560], [3.980, 3.452, 1.877], [2.865, 3.812, 3.129], [2.808, 5.252, 0.413], [1.615, 5.345, 1.706], [-1.335, 2.437, 2.709], [-2.070, 3.745, 1.797], [-1.371, 4.075, 3.408]], "spin_multiplicity": 3, "homo_lumo_gap_ev": [7.49, 8.18], "homo_ev": [-7.27, -7.97], "lumo_ev": [0.22, 0.21], "e_above_lowest_kj_mol": 0.0}



Record 4
{"formula": "C16H32O22S4", "method": "wB97M-V/def2-TZVPD", "species": ["C", "C", "O", "C", "O", "O", "C", "H", "H", "H", "H", "H", "H", "H", "H", "C", "C", "O", "C", "O", "O", "C", "H", "H", "H", "H", "H", "H", "H", "H", "C", "C", "O", "S", "O", "O", "O", "H", "H", "H", "H", "C", "C", "O", "S", "O", "O", "O", "H", "H", "H", "H", "C", "C", "O", "S", "O", "O", "O", "H", "H", "H", "H", "C", "C", "O", "S", "O", "O", "O", "H", "H", "H", "H"], "positions_angstrom": [[1.237, 5.056, 1.824], [1.446, 5.631, 3.203], [0.264, 5.532, 3.976], [0.239, 6.181, 5.133], [1.160, 6.797, 5.602], [-0.923, 5.975, 5.731], [-1.110, 6.561, 6.999], [0.820, 4.048, 1.781], [2.229, 4.863, 1.401], [0.693, 5.685, 1.123], [1.757, 6.680, 3.201], [2.287, 5.109, 3.673], [-0.701, 7.572, 6.975], [-0.700, 5.993, 7.835], [-2.172, 6.650, 7.225], [3.849, -0.879, -3.694], [2.541, -0.190, -3.998], [1.496, -0.743, -3.183], [0.308, -0.994, -3.745], [0.031, -0.783, -4.887], [-0.451, -1.506, -2.784], [-1.699, -2.011, -3.167], [4.568, -0.435, -4.384], [3.852, -1.959, -3.813], [4.140, -0.633, -2.669], [2.356, -0.297, -5.070], [2.493, 0.882, -3.800], [-2.497, -1.269, -3.267], [-2.036, -2.817, -2.521], [-1.764, -2.444, -4.170], [-1.079, 3.937, -4.472], [0.188, 3.101, -4.801], [0.857, 2.835, -3.582], [-0.315, 2.654, -2.455], [0.228, 2.934, -1.154], [-1.019, 1.424, -2.698], [-1.174, 3.869, -3.018], [-1.996, 3.489, -4.842], [-0.917, 4.996, -4.639], [0.839, 3.750, -5.385], [-0.078, 2.211, -5.370], [-2.768, -3.680, 3.843], [-4.017, -4.447, 3.372], [-4.284, -5.384, 4.408], [-3.328, -5.220, 5.695], [-2.826, -6.465, 6.169], [-3.957, -4.309, 6.615], [-2.150, -4.456, 4.840], [-3.126, -2.751, 4.300], [-2.074, -3.377, 3.064], [-4.038, -5.014, 2.440], [-4.847, -3.745, 3.256], [1.870, -4.153, -1.678], [0.679, -4.971, -1.161], [-0.162, -5.087, -2.297], [0.683, -5.150, -3.694], [0.240, -4.095, -4.548], [0.773, -6.470, -4.201], [2.069, -4.742, -2.968], [2.794, -4.241, -1.118], [1.602, -3.095, -1.735], [0.053, -4.509, -0.400], [1.057, -5.910, -0.750], [1.198, 0.401, 1.042], [0.485, -0.081, -0.219], [0.626, -1.517, -0.081], [0.190, -1.854, 1.435], [0.725, -3.140, 1.806], [-1.230, -1.637, 1.630], [1.095, -0.627, 2.026], [0.680, 1.295, 1.394], [2.232, 0.657, 0.826], [1.081, 0.174, -1.087], [-0.570, 0.147, -0.339]], "homo_lumo_gap_ev": 10.96, "homo_ev": -10.90, "lumo_ev": 0.06, "e_above_lowest_kj_mol": 0.0}



Record 5
{"formula": "C16H32O36PS8Ti2", "method": "wB97M-V/def2-TZVPD", "species": ["Ti", "Ti", "P", "O", "O", "O", "O", "C", "C", "O", "S", "O", "O", "O", "H", "H", "H", "H", "C", "C", "O", "S", "O", "O", "O", "H", "H", "H", "H", "C", "C", "O", "S", "O", "O", "O", "H", "H", "H", "H", "C", "C", "O", "S", "O", "O", "O", "H", "H", "H", "H", "C", "C", "O", "S", "O", "O", "O", "H", "H", "H", "H", "C", "C", "O", "S", "O", "O", "O", "H", "H", "H", "H", "C", "C", "O", "S", "O", "O", "O", "H", "H", "H", "H", "C", "C", "O", "S", "O", "O", "O", "H", "H", "H", "H"], "positions_angstrom": [[-1.397, 2.035, 1.435], [0.952, 1.384, -1.985], [0.119, 0.500, 0.285], [0.317, 2.015, 0.022], [1.124, -0.243, -0.562], [-1.330, 0.404, -0.288], [0.192, 0.415, 1.817], [2.301, -0.860, 3.204], [3.381, -0.278, 2.240], [4.467, -1.220, 2.219], [4.593, -1.878, 3.694], [5.271, -0.982, 4.557], [5.148, -3.213, 3.629], [2.983, -1.780, 4.066], [1.648, -1.504, 2.615], [1.780, -0.160, 3.857], [3.683, 0.707, 2.595], [2.895, -0.211, 1.266], [-1.278, 1.053, 4.378], [-1.562, -0.479, 4.302], [-3.047, -0.453, 4.450], [-3.716, 0.944, 3.796], [-4.511, 1.678, 4.741], [-4.351, 0.553, 2.540], [-2.255, 1.720, 3.631], [-0.316, 1.353, 3.962], [-1.272, 1.507, 5.369], [-1.070, -0.960, 5.147], [-1.315, -0.817, 3.296], [1.289, -2.296, -3.102], [-0.256, -2.391, -3.177], [-0.522, -2.021, -4.473], [0.433, -0.825, -4.998], [0.177, 0.400, -4.232], [0.552, -0.797, -6.447], [1.677, -1.621, -4.278], [1.930, -3.176, -3.060], [1.599, -1.714, -2.234], [-0.690, -1.737, -2.420], [-0.548, -3.440, -3.136], [-1.115, -2.875, 1.130], [-2.444, -2.179, 0.669], [-3.460, -3.233, 0.715], [-2.785, -4.690, 0.779], [-3.230, -5.463, -0.397], [-2.990, -5.220, 2.097], [-1.216, -4.190, 0.596], [-1.016, -2.978, 2.211], [-0.289, -2.225, 0.838], [-2.293, -1.760, -0.326], [-2.757, -1.331, 1.278], [2.657, 3.285, 1.550], [2.470, 4.769, 1.084], [3.856, 5.235, 1.222], [4.693, 4.385, 2.469], [4.189, 4.916, 3.768], [6.130, 4.465, 2.256], [4.000, 3.003, 2.054], [2.455, 2.652, 0.686], [1.839, 3.257, 2.270], [1.789, 5.386, 1.670], [2.259, 4.824, 0.016], [-0.709, 3.575, -2.008], [-1.790, 4.582, -2.299], [-2.365, 4.238, -3.567], [-1.366, 3.406, -4.564], [-0.795, 4.191, -5.622], [-1.978, 2.106, -4.908], [-0.278, 3.269, -3.343], [-1.171, 2.663, -1.630], [0.087, 4.000, -1.397], [-1.394, 5.597, -2.254], [-2.610, 4.810, -1.618], [2.279, -3.661, 0.634], [3.483, -3.056, -0.048], [3.522, -3.763, -1.294], [2.946, -5.299, -1.197], [3.976, -6.255, -0.751], [2.177, -5.555, -2.394], [1.924, -4.833, 0.050], [1.473, -2.976, 0.372], [2.456, -3.881, 1.687], [4.386, -3.327, 0.499], [3.356, -1.985, -0.208], [-4.110, 1.592, -2.008], [-3.470, 0.375, -2.615], [-4.384, -0.141, -3.534], [-5.726, 0.795, -3.842], [-6.907, -0.032, -3.917], [-5.560, 1.834, -4.862], [-5.456, 1.452, -2.316], [-3.851, 2.566, -2.425], [-4.115, 1.763, -0.931], [-3.238, -0.328, -1.815], [-2.608, 0.629, -3.232]], "spin_multiplicity": 8, "homo_lumo_gap_ev": [5.90, 5.49], "homo_ev": [-7.18, -11.40], "lumo_ev": [-1.28, -5.91]}



Record 6
{"formula": "C16H33N5O6PdSSe2", "method": "wB97M-V/def2-TZVPD", "species": ["Pd", "O", "C", "C", "C", "O", "C", "Se", "C", "Se", "H", "H", "H", "H", "H", "H", "H", "H", "H", "H", "N", "C", "C", "C", "N", "H", "H", "H", "H", "H", "H", "H", "H", "H", "H", "C", "C", "S", "O", "O", "C", "C", "N", "C", "N", "C", "C", "N", "O", "O", "C", "H", "H", "H", "H", "H", "H", "H", "H", "H", "H", "H", "H", "H"], "positions_angstrom": [[1.495, -0.627, 0.500], [6.040, 0.019, 3.243], [4.609, -0.087, 3.226], [4.233, -1.559, 3.142], [5.115, -2.358, 4.130], [5.168, -1.790, 5.427], [2.776, -1.768, 3.582], [1.428, -0.459, 3.027], [4.549, -2.158, 1.766], [3.809, -1.357, 0.134], [6.280, 0.912, 2.983], [4.187, 0.445, 2.372], [4.188, 0.343, 4.139], [6.123, -2.456, 3.719], [4.697, -3.361, 4.246], [5.725, -1.006, 5.360], [2.749, -1.739, 4.673], [2.450, -2.762, 3.272], [4.269, -3.213, 1.767], [5.627, -2.108, 1.607], [1.266, -0.886, -1.956], [-0.047, -1.282, -2.473], [-0.557, -2.569, -1.835], [-0.992, -2.485, -0.377], [0.145, -2.402, 0.545], [1.645, -0.116, -2.496], [1.936, -1.647, -2.030], [-0.029, -1.424, -3.559], [-0.755, -0.471, -2.276], [0.200, -3.355, -1.942], [-1.419, -2.903, -2.418], [-1.617, -3.353, -0.146], [-1.607, -1.594, -0.228], [0.745, -3.216, 0.460], [-0.142, -2.341, 1.520], [-5.265, 0.610, -3.815], [-4.837, 2.009, -4.229], [-3.366, 2.571, -3.411], [-2.354, 1.543, -3.527], [-3.070, 3.904, -3.868], [-3.810, 2.668, -1.688], [-2.642, 3.279, -0.900], [-1.954, 2.284, -0.087], [-0.721, 1.787, -0.341], [-0.404, 0.830, 0.518], [-1.442, 0.712, 1.386], [-2.413, 1.595, 1.022], [-3.689, 1.797, 1.628], [-3.948, 1.131, 2.606], [-4.440, 2.615, 1.112], [0.175, 2.280, -1.418], [-6.101, 0.285, -4.434], [-5.595, 0.578, -2.776], [-4.445, -0.095, -3.944], [-5.599, 2.767, -4.044], [-4.561, 2.061, -5.284], [-4.012, 1.650, -1.361], [-4.718, 3.258, -1.586], [-2.997, 4.089, -0.272], [-1.892, 3.688, -1.574], [-1.425, 0.025, 2.217], [-0.245, 2.089, -2.406], [1.130, 1.772, -1.309], [0.349, 3.353, -1.318]], "spin_multiplicity": 3, "homo_lumo_gap_ev": [5.22, 5.98], "homo_ev": [-6.08, -6.84], "lumo_ev": [-0.85, -0.86], "e_above_lowest_kj_mol": 0.0}